DFT (wB97M-V/def2-TZVPD) results for C4H7NO in the gas phase.

Calculated values
DFT total energy = -286.595304 hartree
Structure (SMILES) = C[C@H]1CN=CO1
Energy relative to the best compared isomer or geometry (same formula, charge and spin) = 22.8 kcal per mole
Gap between HOMO and LUMO = 10.5886 eV

Geometry as XYZ:
```
13
Properties=species:S:1:pos:R:3:mulliken_charge:R:1
C 0.20924 0.63785 -1.42149 -1.34
C -0.58879 0.21323 -0.19588 0.46
C -0.22696 -1.19115 0.33759 -0.59
N 0.63526 -0.94239 1.49934 -0.49
C 0.52215 0.29643 1.73393 0.07
O -0.23245 1.06835 0.92121 -0.41
H 0.29450 1.72791 -1.46177 0.34
H -0.28541 0.29374 -2.33523 0.35
H 1.21935 0.21361 -1.40152 0.32
H -1.66110 0.34555 -0.36756 0.31
H -1.10388 -1.75593 0.67372 0.29
H 0.29589 -1.79673 -0.40953 0.31
H 0.97951 0.82637 2.56361 0.38
```